Record 1
The following is a quantum chemistry calculation of a single C27H26N2O4S molecule, from OMol25.

Charge: 0
Electronic energy in eV: -50427.43876
SMILES: Cc1ccc(NS(=O)(=O)c2ccc(C)c(NC(=O)COc3ccc4ccccc4c3)c2)c(C)c1
LUMO level in eV: 0.5
ΔE to the lowest compared entry with this formula, charge and spin in kJ/mol: 88.55
Max |F| in eV Å⁻¹: 0.905
HOMO-LUMO gap in eV: 8.722

Atoms and positions in Å:
C: -5.18908 -0.50509 2.25821
C: -4.05484 0.13182 1.51240
C: -2.78764 0.21192 2.06976
C: -1.74958 0.80996 1.38134
C: -1.95787 1.34594 0.11811
N: -0.88068 1.91641 -0.57556
S: 0.11879 3.08871 0.10153
O: -0.24198 3.31461 1.46803
O: 0.13100 4.20230 -0.80418
C: 1.72164 2.29849 0.05048
C: 2.84355 3.03015 -0.28533
C: 4.08191 2.41229 -0.26189
C: 4.22432 1.07306 0.08945
C: 5.57355 0.43736 0.15377
C: 3.06837 0.34973 0.39984
N: 3.10221 -1.01816 0.74515
C: 3.51155 -2.02588 -0.06548
O: 4.18405 -1.89972 -1.06269
C: 3.02961 -3.39744 0.42504
O: 1.86783 -3.34762 1.21872
C: 0.68213 -2.99239 0.61710
C: -0.46443 -3.16801 1.42403
C: -1.70108 -2.86391 0.94058
C: -1.86547 -2.35987 -0.36750
C: -3.13313 -2.08062 -0.91259
C: -3.25325 -1.59270 -2.18375
C: -2.10926 -1.35031 -2.95831
C: -0.86495 -1.61958 -2.45986
C: -0.71079 -2.14590 -1.16168
C: 0.56100 -2.47844 -0.64744
C: 1.82296 0.96841 0.38820
C: -3.23420 1.29678 -0.45367
C: -3.49652 1.90086 -1.80235
C: -4.25478 0.68382 0.25427
H: -5.89882 -0.96280 1.57242
H: -5.72322 0.24723 2.83927
H: -4.82316 -1.26231 2.94783
H: -2.60615 -0.19607 3.05320
H: -0.77851 0.89546 1.84011
H: -1.09551 2.17671 -1.52542
H: 2.72936 4.06664 -0.55786
H: 4.96489 2.98169 -0.51070
H: 6.35717 1.18293 0.05620
H: 5.69709 -0.09235 1.09719
H: 5.67650 -0.29467 -0.64660
H: 2.43745 -1.29089 1.46046
H: 2.89610 -4.04766 -0.44788
H: 3.80249 -3.83178 1.06668
H: -0.32359 -3.56024 2.41908
H: -2.57753 -3.01188 1.55331
H: -4.00817 -2.26683 -0.30848
H: -4.22844 -1.38795 -2.59970
H: -2.21957 -0.95919 -3.95984
H: 0.01817 -1.44322 -3.05737
H: 1.41934 -2.32198 -1.28361
H: 0.93336 0.40279 0.61975
H: -4.55676 1.85200 -2.03690
H: -3.18872 2.94688 -1.82300
H: -2.95080 1.36350 -2.57899
H: -5.24161 0.64362 -0.18600



Record 2
The following is a quantum chemistry calculation of 2 unconnected molecules or ions with the total composition C22H20BNO4S3, from OMol25.

Charge: -2
Electronic energy in eV: -65981.87301
LUMO level in eV: 2.9
ΔE to the lowest compared entry with this formula, charge and spin in kJ/mol: 1741.78
Max |F| in eV Å⁻¹: 5.669
HOMO-LUMO gap in eV: 3.307

Atoms and positions in Å:
S: 2.19699 -1.11396 4.31302
C: 1.27167 -1.22563 2.89582
S: -0.56634 -1.68961 3.13744
C: -1.39382 -1.52330 1.45698
C: -2.94494 -2.05919 1.50536
C: -4.03991 -0.82664 1.33600
B: -4.87372 -1.03929 -0.07525
S: -6.69460 -0.56187 -0.26530
N: 1.72005 -1.02825 1.47643
C: 2.29691 0.33110 1.19002
C: 1.61000 1.16882 -0.08377
C: 2.12316 2.66482 -0.56375
C: 3.36886 3.41724 0.25566
C: 4.07252 2.58777 1.49994
C: 3.54728 1.06979 1.94469
C: 2.52268 -2.16858 0.91346
C: 3.25861 -3.37851 1.73313
C: 4.05602 -4.56873 0.91564
C: 4.15122 -4.63348 -0.72966
C: 3.42283 -3.41611 -1.57913
C: 2.63986 -2.23617 -0.75373
H: -0.83898 -2.12072 0.59396
H: -1.33486 -0.36322 1.18023
H: -3.11748 -2.56083 2.56544
H: -3.17107 -2.86566 0.68044
H: -3.54491 0.24300 1.38472
H: -4.85010 -0.86200 2.20383
H: -4.29893 -1.53564 -0.98781
H: -6.83100 0.85528 -0.14532
H: 0.73535 0.67187 -0.68412
H: 1.57802 3.15881 -1.48960
H: 3.69216 4.50701 -0.08943
H: 4.96369 3.13733 2.05568
H: 4.07917 0.53456 2.84472
H: 3.20517 -3.41984 2.90067
H: 4.58010 -5.46240 1.50673
H: 4.67728 -5.47582 -1.35264
H: 3.40370 -3.37004 -2.76912
H: 2.09935 -1.38753 -1.39640
C: -2.50885 3.65599 -1.25168
C: -2.58014 4.52175 -2.27734
C: -2.31595 3.87606 -3.63420
O: -2.40085 4.46709 -4.71538
C: -1.92380 2.44237 -3.66635
C: -1.83965 1.57931 -2.63859
C: -2.20857 2.20022 -1.29392
O: -2.27081 1.57409 -0.23130
O: -1.50471 0.35510 -2.66693
O: -2.83766 5.76406 -2.23844
H: -2.69254 4.02038 -0.24708
H: -1.68850 2.08920 -4.66375



Record 3
The following is a quantum chemistry calculation of a single C25H29N5O4 molecule, from OMol25.

Charge: 0
Electronic energy in eV: -42036.84094
SMILES: CCOc1ccccc1[C@H]1C(C(=O)Nc2ccccc2OC)=C(C)Nc2nc(CCCO)nn21
LUMO level in eV: 0.6
ΔE to the lowest compared entry with this formula, charge and spin in kJ/mol: 293.65
Max |F| in eV Å⁻¹: 1.080
HOMO-LUMO gap in eV: 8.699

Atoms and positions in Å:
C: 3.86577 0.49802 -0.08022
C: 2.89544 1.54801 0.43616
O: 1.58302 1.03859 0.29332
C: 0.53174 1.84978 0.59499
C: 0.65422 3.12766 1.12997
C: -0.47189 3.88603 1.39910
C: -1.73375 3.38481 1.14528
C: -1.86247 2.11072 0.62173
C: -0.74847 1.34015 0.33815
C: -0.91274 -0.06132 -0.22549
C: -1.36563 -0.98953 0.89160
C: -0.34981 -1.30168 1.93640
O: -0.57859 -1.23068 3.12916
N: 0.84693 -1.68939 1.41692
C: 2.01983 -2.02031 2.09306
C: 2.25742 -1.71076 3.42277
C: 3.46394 -2.05225 4.01253
C: 4.43704 -2.70065 3.27897
C: 4.21518 -3.01776 1.94575
C: 3.01368 -2.68522 1.34508
O: 2.68795 -2.94779 0.03519
C: 3.65382 -3.56085 -0.78215
C: -2.65110 -1.37442 1.01580
C: -3.20054 -2.20704 2.12780
N: -3.58863 -1.05711 0.04452
C: -3.18298 -0.48495 -1.11954
N: -3.86920 -0.26453 -2.22246
C: -2.95121 0.30681 -3.04189
C: -3.25680 0.80139 -4.40736
C: -3.67828 2.27998 -4.38409
C: -2.72021 3.15783 -3.56221
O: -1.36766 2.96774 -3.88059
N: -1.75915 0.43163 -2.49660
N: -1.90966 -0.08059 -1.26017
H: 3.62074 0.24106 -1.10754
H: 4.87952 0.88670 -0.04166
H: 3.80544 -0.39609 0.53337
H: 3.10185 1.76270 1.49347
H: 3.00033 2.47489 -0.14384
H: 1.62624 3.54278 1.34276
H: -0.35405 4.87671 1.81181
H: -2.61129 3.97646 1.35455
H: -2.84652 1.70972 0.42524
H: 0.04300 -0.36311 -0.66924
H: 0.91530 -1.83768 0.41994
H: 1.48976 -1.20854 3.98643
H: 3.63829 -1.80660 5.04857
H: 5.37829 -2.96843 3.73431
H: 4.98669 -3.52619 1.38946
H: 3.91450 -4.55882 -0.41629
H: 3.19428 -3.64801 -1.76562
H: 4.55985 -2.95133 -0.85874
H: -4.09796 -1.73616 2.52592
H: -2.47552 -2.30087 2.92801
H: -3.46780 -3.19825 1.76049
H: -4.51681 -1.44466 0.08795
H: -2.36252 0.69216 -5.02304
H: -4.06225 0.20227 -4.83169
H: -3.70914 2.64140 -5.41299
H: -4.67647 2.37158 -3.95367
H: -2.88717 2.97467 -2.49044
H: -2.93577 4.21134 -3.76178
H: -1.11798 2.08797 -3.55722



Record 4
The following is a quantum chemistry calculation of a molecular structure, C45H50CsN5OPSe, from OMol25.

Charge: +1
Electronic energy in eV: -132156.52380
LUMO level in eV: -2.0
ΔE to the lowest compared entry with this formula, charge and spin in kJ/mol: 5.68
Max |F| in eV Å⁻¹: 0.644
HOMO-LUMO gap in eV: 8.162

Atoms and positions in Å:
Cs: -0.22608 0.60212 0.30737
C: -2.62469 0.64425 4.03729
C: -1.24931 0.11899 3.73611
C: -0.16028 0.98782 3.64129
C: 1.11912 0.52270 3.36435
C: 2.28713 1.46399 3.26144
C: 1.30200 -0.84670 3.16940
C: 0.24257 -1.73595 3.26836
C: 0.45664 -3.21445 3.13494
C: -1.03042 -1.23725 3.54568
H: -3.00611 1.26412 3.22099
H: -2.62623 1.26371 4.93436
H: -3.32877 -0.17369 4.19503
H: -0.31474 2.05374 3.78082
H: 2.85881 1.30401 2.34452
H: 2.96497 1.31936 4.10449
H: 1.95724 2.50257 3.28261
H: 2.29596 -1.21989 2.94482
H: 0.64707 -3.66752 4.11002
H: 1.30840 -3.44440 2.49441
H: -0.43020 -3.69343 2.72810
H: -1.86288 -1.92710 3.63414
N: 2.67824 -0.13763 -0.68606
C: 3.84867 0.63613 -0.51356
C: 5.06956 0.00098 -0.31224
C: 6.22226 0.74170 -0.10250
C: 6.17114 2.12662 -0.11246
C: 4.95553 2.76020 -0.31640
C: 3.77793 2.03769 -0.50345
P: 2.14850 2.85175 -0.62203
C: 1.75666 2.74995 -2.40391
C: 0.46133 3.08840 -2.79914
C: 0.10371 3.05487 -4.13550
C: 1.02754 2.65005 -5.09116
C: 2.31672 2.30802 -4.70939
C: 2.68190 2.36774 -3.37036
C: 2.53309 4.61493 -0.38769
C: 2.55832 5.10812 0.91507
C: 2.85715 6.43847 1.16114
C: 3.11652 7.29795 0.10260
C: 3.08146 6.81982 -1.19938
C: 2.79664 5.48384 -1.44310
H: 2.87450 -1.12732 -0.75544
H: 2.11410 0.13441 -1.48601
H: 5.11819 -1.08217 -0.32211
H: 7.16314 0.23211 0.05835
H: 7.06922 2.70906 0.03927
H: 4.91541 3.84178 -0.31495
H: -0.26118 3.41143 -2.05538
H: -0.89792 3.33385 -4.43739
H: 0.74820 2.59871 -6.13528
H: 3.02777 1.98409 -5.45851
H: 3.69491 2.11276 -3.07948
H: 2.34576 4.44965 1.75036
H: 2.88000 6.80503 2.17883
H: 3.34056 8.33925 0.29224
H: 3.27948 7.48337 -2.03058
H: 2.77901 5.12315 -2.46398
C: 4.28718 -2.91495 -3.36710
C: 3.34396 -3.07226 -4.54967
N: 3.51301 -2.04339 -5.56586
C: 4.76930 -2.03489 -6.32198
C: 5.66514 -0.87244 -5.92887
C: 2.56062 -1.15982 -5.94627
O: 2.67984 -0.44521 -6.93194
C: 1.32232 -1.01098 -5.10728
C: 0.06653 -0.94842 -5.68995
C: -1.01092 -0.62022 -4.88676
C: -0.78180 -0.32758 -3.55144
N: 0.41928 -0.36488 -2.97454
C: 1.43870 -0.72368 -3.75471
H: 4.06594 -3.66652 -2.60857
H: 4.20552 -1.92452 -2.91369
H: 5.32749 -3.04508 -3.66704
H: 2.30426 -3.07665 -4.22970
H: 3.51982 -4.04293 -5.02514
H: 4.52916 -1.98728 -7.38414
H: 5.25658 -2.99352 -6.13730
H: 5.15461 0.07134 -6.11825
H: 6.58579 -0.87547 -6.51252
H: 5.93209 -0.91661 -4.87199
H: -0.04734 -1.12597 -6.75133
H: -2.01547 -0.57074 -5.28261
H: -1.61567 -0.03951 -2.91825
H: 2.42353 -0.75008 -3.30191
C: -1.94292 -4.79994 0.50573
N: -2.78087 -3.83259 1.19089
C: -3.03081 -2.57485 0.77833
Se: -2.36720 -1.71599 -0.71776
N: -3.92857 -2.03919 1.63682
C: -4.23403 -2.94258 2.64386
C: -5.06573 -2.86900 3.74985
C: -5.11942 -3.99040 4.56147
C: -4.37904 -5.14053 4.27561
C: -3.55342 -5.21530 3.16525
C: -3.49324 -4.08878 2.36019
H: -1.60779 -4.34879 -0.42423
H: -2.52649 -5.69503 0.29477
H: -1.08529 -5.06032 1.12238
H: -4.29515 -1.11319 1.50121
H: -5.64831 -1.98540 3.97146
H: -5.75491 -3.97866 5.43611
H: -4.45674 -5.99361 4.93498
H: -2.98692 -6.10942 2.94546



Record 5
The following is a quantum chemistry calculation of a gas-phase ion, C5H13N2 (charge +1), from OMol25.

Charge: +1
Electronic energy in eV: -8369.19224
SMILES: NC[C@@H]1CCC[NH2+]1
LUMO level in eV: -3.1
ΔE to the lowest compared entry with this formula, charge and spin in kJ/mol: 156.12
Max |F| in eV Å⁻¹: 2.689
HOMO-LUMO gap in eV: 10.905

Atoms and positions in Å:
N: 0.95364 2.04393 0.77182
C: -0.37108 1.44539 0.73747
C: -0.46980 0.52807 -0.49794
C: -1.40880 -0.66975 -0.41385
C: -0.54524 -1.83295 0.05687
C: 0.89221 -1.44928 -0.13811
N: 0.88618 -0.05608 -0.81725
H: 1.16884 2.77043 0.10393
H: 1.42175 2.19022 1.66897
H: -1.13734 2.24281 0.78618
H: -0.60805 0.95487 1.70981
H: -0.94888 1.19948 -1.24569
H: -1.72949 -0.91847 -1.44694
H: -2.09829 -0.48314 0.39546
H: -0.79744 -2.74460 -0.48420
H: -0.73553 -2.28781 1.08543
H: 1.48776 -1.46302 0.74030
H: 1.42823 -2.04090 -0.89417
H: 1.55239 0.60386 -0.29309
H: 1.05895 -0.03306 -1.82501



Record 6
The following is a quantum chemistry calculation of a molecular structure, C3H5NO2, from OMol25.

Charge: 0
Electronic energy in eV: -8773.59897
LUMO level (alpha / beta) in eV: 0.1 / 0.1
ΔE to the lowest compared entry with this formula, charge and spin in kJ/mol: 395.18
Max |F| in eV Å⁻¹: 0.530
HOMO-LUMO gap (alpha / beta) in eV: 8.166 / 8.167

Atoms and positions in Å:
O: 0.77006 -0.65809 2.21536
C: 0.62166 -0.07486 0.99212
C: 0.18790 -0.02406 -1.49728
N: -0.27501 1.13788 -1.07902
C: -0.63088 0.23118 0.52723
O: -1.79059 -0.04067 0.65737
H: -0.00258 -1.21502 2.38576
H: 1.50279 0.44502 0.64712
H: 1.26150 -0.19104 -1.52700
H: -0.44088 -0.79830 -1.94989
H: -1.26698 1.22512 -1.30479



- What is the formula in the fourth record?
  C45H50CsN5OPSe



- charge of number 5 (C5H13N2)?
  +1



- Look up the max |F| of the third one.
  1.080 eV Å⁻¹